No. 1
Below is the molecule C5H10N2 in a non-equilibrium geometry, with properties calculated with wB97M-V/def2-TZVPD.

CARTESIAN COORDINATES (ANGSTROEM)
C1 2.063 -0.686 -0.627
C2 1.271 0.074 0.134
N1 1.681 1.159 0.875
C3 -0.471 0.037 -0.145
C4 -1.056 1.223 -0.789
C5 -0.608 -0.981 0.612
N2 -2.253 -1.375 0.551
H1 1.658 -1.500 -1.217
H2 3.134 -0.512 -0.697
H3 2.682 1.236 1.024
H4 1.129 1.332 1.706
H5 -1.672 1.789 -0.086
H6 -1.676 0.920 -1.636
H7 -0.278 1.890 -1.170
H8 -0.139 -1.858 1.024
H9 -2.507 -2.108 -0.109
H10 -2.957 -0.641 0.550

Cartesian forces (eV/Å) of the 2 atoms listed first:
C -0.1 -0.1 0.1
C -2.0 1.1 -2.5

Output
- HOMO level: -8.2 eV
- DFT total energy: -8323.39238 eV

Here are the Mulliken charges for atoms 1 to 8, given in e:
1. C -1.00
2. C 0.47
3. N -0.53
4. C 0.25
5. C -1.17
6. C -0.22
7. N -0.66
8. H 0.29

=====

No. 2
Below is a structure of composition C5H10N2 in a non-equilibrium geometry, with properties calculated with wB97M-V/def2-TZVPD.

CARTESIAN COORDINATES (ANGSTROEM)
C1 -0.579 -0.608 0.087
N1 -1.390 -1.310 -0.885
C2 0.949 -0.564 -0.525
C3 1.848 0.270 0.264
N2 -0.638 -0.998 1.361
H1 -1.425 -0.849 -1.787
H2 -2.334 -1.459 -0.550
H3 -1.342 -1.725 1.487
H4 1.197 -1.621 -0.491
H5 2.136 -0.114 1.239
H6 2.611 0.838 -0.257
C4 -0.958 1.058 0.098
C5 -0.082 1.909 0.466
H7 0.075 2.966 0.577
H8 -2.004 1.165 -0.141
H9 0.890 -0.232 -1.563
H10 1.046 1.276 0.621

Cartesian forces (eV/Å) of the 2 atoms listed first:
C 0.4 0.9 -0.8
N 0.0 -0.1 0.1

Output
- HOMO level (spin up / spin down): -8.3 / -7.2 eV
- DFT total energy: -8321.91900 eV

Here are the Mulliken charges for atoms 1 to 8, given in e:
1. C 0.76
2. N -0.64
3. C -0.67
4. C -0.67
5. N -0.72
6. H 0.23
7. H 0.27
8. H 0.25

=====

No. 3
Below is the ion C5H10N2 with charge +2 in a non-equilibrium geometry, with properties calculated with wB97M-V/def2-TZVPD.

CARTESIAN COORDINATES (ANGSTROEM)
C1 -0.992 -0.119 1.210
N1 0.016 0.040 0.090
C2 1.062 1.049 0.492
C3 -0.610 0.490 -1.124
C4 -0.524 -0.443 -2.100
N2 0.219 -1.486 -1.544
C5 0.609 -1.262 -0.287
H1 -0.317 -0.337 2.066
H2 -1.511 0.889 1.298
H3 -1.775 -0.889 0.891
H4 1.529 0.679 1.301
H5 1.791 1.244 -0.180
H6 0.422 1.841 0.740
H7 -0.925 1.553 -1.070
H8 -0.686 -0.355 -3.120
H9 0.485 -2.379 -2.178
H10 1.119 -1.949 0.313

Cartesian forces (eV/Å) of the 2 atoms listed first:
C -1.1 0.2 0.4
N 1.2 -2.1 -1.7

Output
- HOMO level: -20.4 eV
- DFT total energy: -8306.21109 eV
- Total charge: +2

Here are the Mulliken charges for atoms 1 to 8, given in e:
1. C -0.62
2. N -0.10
3. C -0.92
4. C -0.01
5. C -0.50
6. N 0.00
7. C -0.06
8. H 0.38

=====

No. 4
Below is the ion C5H10N2 with charge +2 in a non-equilibrium geometry, with properties calculated with wB97M-V/def2-TZVPD.

CARTESIAN COORDINATES (ANGSTROEM)
C1 2.437 -1.116 1.253
C2 1.277 -0.608 0.909
N1 0.254 0.069 0.442
C3 -0.603 0.747 1.455
C4 -0.115 -0.049 -0.894
C5 -1.288 0.698 -1.342
N2 0.360 -1.011 -1.570
H1 2.664 -2.054 1.839
H2 3.408 -0.485 1.329
H3 -0.138 0.347 2.346
H4 -1.681 0.584 1.485
H5 -0.434 1.745 1.232
H6 -1.850 1.133 -0.521
H7 -2.043 -0.042 -1.897
H8 -0.899 1.519 -1.943
H9 0.080 -1.292 -2.598
H10 1.050 -1.710 -1.301

Cartesian forces (eV/Å) of the 2 atoms listed first:
C -0.1 0.9 1.2
C 1.7 0.5 -0.5

Output
- HOMO level: -21.0 eV
- DFT total energy: -8306.05593 eV
- Total charge: +2

Here are the Mulliken charges for atoms 1 to 8, given in e:
1. C -0.66
2. C 0.63
3. N 0.01
4. C -1.00
5. C 0.82
6. C -1.11
7. N -0.28
8. H 0.35

=====

No. 5
Below is the ion C5H10N2 with charge +2 in a non-equilibrium geometry, with properties calculated with wB97M-V/def2-TZVPD.

CARTESIAN COORDINATES (ANGSTROEM)
C1 -0.866 1.181 -0.023
C2 0.443 -0.733 0.214
C3 -1.980 0.260 -0.014
C4 1.123 -1.888 -0.081
C5 1.591 1.391 0.089
N1 -1.787 -1.038 0.095
N2 0.328 0.532 0.108
H1 -0.770 2.185 -0.235
H2 -2.951 0.855 0.434
H3 -2.482 0.580 -1.021
H4 2.253 -1.781 -0.373
H5 0.782 -2.288 -0.989
H6 1.091 -2.524 0.846
H7 2.322 0.691 0.305
H8 1.343 2.280 0.684
H9 1.881 1.914 -0.776
H10 -2.320 -1.618 0.736

Cartesian forces (eV/Å) of the 2 atoms listed first:
C 2.3 -3.5 0.9
C -2.0 0.5 -0.3

Output
- Multiplicity: 3
- HOMO level (spin up / spin down): -18.1 / -20.8 eV
- DFT total energy: -8300.96180 eV
- Total charge: +2

Here are the Mulliken charges for atoms 1 to 8, given in e:
1. C -0.33
2. C 0.69
3. C -0.20
4. C -0.82
5. C -0.81
6. N -0.29
7. N -0.09
8. H 0.54

=====

No. 6
Below is the ion C5H10N2 with charge +2 in a non-equilibrium geometry, with properties calculated with wB97M-V/def2-TZVPD.

CARTESIAN COORDINATES (ANGSTROEM)
C1 -0.003 1.990 0.177
C2 0.926 1.015 0.078
C3 -1.212 0.152 -0.129
C4 0.316 -1.057 1.175
C5 0.431 -1.072 -1.296
N1 -1.255 1.449 0.034
N2 0.104 -0.297 -0.126
H1 0.265 3.025 0.452
H2 1.938 0.949 0.106
H3 -2.036 -0.540 -0.525
H4 -0.110 -2.040 1.077
H5 1.346 -1.139 1.499
H6 -0.046 -0.319 1.939
H7 1.338 -1.575 -1.194
H8 -0.259 -1.842 -1.382
H9 0.267 -0.696 -2.287
H10 -2.012 1.997 0.401

Cartesian forces (eV/Å) of the 2 atoms listed first:
C -3.5 2.1 0.4
C -2.0 -4.1 -1.4

Output
- Multiplicity: 3
- HOMO level (spin up / spin down): -17.9 / -22.4 eV
- DFT total energy: -8303.17588 eV
- Total charge: +2

Here are the Mulliken charges for atoms 1 to 8, given in e:
1. C -0.08
2. C -0.30
3. C -0.20
4. C -0.67
5. C -1.05
6. N 0.07
7. N 0.00
8. H 0.42

=====

What did the sixth record say?
Below is the ion C5H10N2 with charge +2 in a non-equilibrium geometry, with properties calculated with wB97M-V/def2-TZVPD.

CARTESIAN COORDINATES (ANGSTROEM)
C1 -0.003 1.990 0.177
C2 0.926 1.015 0.078
C3 -1.212 0.152 -0.129
C4 0.316 -1.057 1.175
C5 0.431 -1.072 -1.296
N1 -1.255 1.449 0.034
N2 0.104 -0.297 -0.126
H1 0.265 3.025 0.452
H2 1.938 0.949 0.106
H3 -2.036 -0.540 -0.525
H4 -0.110 -2.040 1.077
H5 1.346 -1.139 1.499
H6 -0.046 -0.319 1.939
H7 1.338 -1.575 -1.194
H8 -0.259 -1.842 -1.382
H9 0.267 -0.696 -2.287
H10 -2.012 1.997 0.401

Cartesian forces (eV/Å) of the 2 atoms listed first:
C -3.5 2.1 0.4
C -2.0 -4.1 -1.4

Output
- Multiplicity: 3
- HOMO level (spin up / spin down): -17.9 / -22.4 eV
- DFT total energy: -8303.17588 eV
- Total charge: +2

Here are the Mulliken charges for atoms 1 to 8, given in e:
1. C -0.08
2. C -0.30
3. C -0.20
4. C -0.67
5. C -1.05
6. N 0.07
7. N 0.00
8. H 0.42